[1]
The following is a quantum chemistry calculation of the ion CHO4PS with charge -2 in a non-equilibrium geometry, from the Open Molecules 2025 dataset.

Output
Total energy in Eh: -1079.1702
LUMO level (alpha / beta) in Ha: 0.191 / 0.155
Orbital gap (alpha / beta) in eV: 4.17 / 3.68
2S+1: 3
Charge: -2
Energy above the lowest of the compared OMol25 structures with the same formula, charge and spin in eV: 0.000

Each line ends with the Mulliken charge.
Cartesian coordinates (Å):
C  1.4326  -0.2107  -0.1534  -0.216
O  -0.9489  0.7674  1.3545  -0.798
O  -1.0285  1.2025  -1.1002  -0.767
O  -2.4439  -0.8155  -0.1277  -0.805
O  0.1319  -0.9807  -0.1908  -0.348
P  -1.2783  0.1650  -0.0159  0.871
S  2.9151  -0.8547  0.0440  -0.257
H  1.2199  0.7268  0.1895  0.320

Cartesian forces (eV/Å) of the 6 atoms listed first:
-5.25 -3.13 -1.42
-0.47 -0.53 -0.08
-0.43 -0.64 -0.40
0.84 0.62 -0.08
3.35 1.42 -0.16
0.58 0.60 0.76

[2]
The following is a quantum chemistry calculation of a cluster of 2 separate species, CHOPS in total in a non-equilibrium geometry, from the Open Molecules 2025 dataset.

Output
Total energy in Eh: -853.3892
LUMO level (alpha / beta) in Ha: -0.067 / -0.067
Orbital gap (alpha / beta) in eV: 6.49 / 6.49
Charge: 0
Energy above the lowest of the compared OMol25 structures with the same formula, charge and spin in eV: 1.541

Each line ends with the Mulliken charge.
Cartesian coordinates (Å):
C  -0.4589  0.8697  0.1665  0.084
O  -1.1527  1.8350  0.1583  -0.301
P  0.6162  -1.2252  1.1746  0.272
S  1.1226  -1.6573  -0.6237  -0.181
H  -0.1273  0.1778  -0.8756  0.126

Forces on the atoms, in the same order (eV/Å):
-1.04 -0.34 -2.32
1.91 -2.28 0.81
0.01 0.67 -0.81
-0.68 0.59 1.12
-0.20 1.36 1.19

[3]
The following is a quantum chemistry calculation of an isolated molecule of CHOPS in a non-equilibrium geometry, from the Open Molecules 2025 dataset.

Output
Total energy in Eh: -853.3703
LUMO level (alpha / beta) in Ha: -0.068 / -0.068
Orbital gap (alpha / beta) in eV: 6.86 / 6.87
Charge: 0
Energy above the lowest of the compared OMol25 structures with the same formula, charge and spin in eV: 2.054

Each line ends with the Mulliken charge.
Cartesian coordinates (Å):
C  0.7765  1.9308  1.5577  0.132
O  0.4108  -0.8326  1.8343  -0.470
P  0.8649  0.0470  0.7797  0.333
S  1.9546  2.9368  1.7700  -0.032
H  -0.3140  -0.0955  -0.1109  0.038

Forces on the atoms, in the same order (eV/Å):
1.96 0.92 -0.66
0.08 -1.94 2.28
-1.16 0.92 -1.53
-1.61 -0.80 0.11
0.73 0.89 -0.19

[4]
The following is a quantum chemistry calculation of a structure of composition CI3O2S in a non-equilibrium geometry, from the Open Molecules 2025 dataset.

Output
Total energy in Eh: -1479.8691
LUMO level (alpha / beta) in Ha: 0.077 / 0.077
Orbital gap (alpha / beta) in eV: 7.03 / 7.03
Charge: -1
Energy above the lowest of the compared OMol25 structures with the same formula, charge and spin in eV: 0.939

Each line ends with the Mulliken charge.
Cartesian coordinates (Å):
C  -0.2789  -1.2890  0.0747  -0.400
O  0.2373  0.7595  1.7172  -0.509
O  -1.6444  0.8966  0.1899  -0.473
S  -0.2790  0.4405  0.4491  0.724
I  1.5622  -2.1809  0.6309  -0.006
I  -0.4069  -1.1768  -2.0455  -0.007
I  0.8096  2.5500  -1.0164  -0.329

Cartesian forces (eV/Å) of the 6 atoms listed first:
0.92 1.21 -0.61
1.40 0.10 2.09
0.99 -0.45 -0.12
-3.31 0.80 -1.01
0.21 -0.18 0.19
-0.32 -0.66 -0.68

[5]
The following is a quantum chemistry calculation of the ion CIOS with charge -1 in a non-equilibrium geometry, from the Open Molecules 2025 dataset.

Output
Total energy in Eh: -809.3193
LUMO level in Ha: 0.127
Orbital gap in eV: 7.41
Charge: -1
Energy above the lowest of the compared OMol25 structures with the same formula, charge and spin in eV: 0.662

Each line ends with the Mulliken charge.
Cartesian coordinates (Å):
O  -0.8517  -0.5823  1.0159  -0.373
C  -0.0619  -0.0352  0.3920  0.247
S  1.3478  0.8713  0.6825  -0.390
I  -0.4343  -0.2538  -2.0903  -0.484

Forces on the atoms, in the same order (eV/Å):
-2.24 -1.44 0.69
3.24 2.00 -0.16
-0.85 -0.48 -0.52
-0.15 -0.08 -0.02

[6]
The following is a quantum chemistry calculation of a structure of composition CLiO2Sr in a non-equilibrium geometry, from the Open Molecules 2025 dataset.

Output
Total energy in Eh: -226.4994
LUMO level in Ha: -0.174
Orbital gap in eV: 4.97
Charge: +1
Energy above the lowest of the compared OMol25 structures with the same formula, charge and spin in eV: 1.472

Each line ends with the Mulliken charge.
Cartesian coordinates (Å):
O  -2.3858  0.4474  -0.0479  -0.278
C  -1.2201  -0.0398  0.0035  0.837
O  -0.0513  -0.5885  0.1603  -0.329
Sr  2.6083  -0.9180  0.4473  0.625
Li  1.0489  1.0989  -0.5632  0.145

Forces on the atoms, in the same order (eV/Å):
9.27 -3.56 0.21
-3.16 -0.19 1.05
-6.92 3.67 -1.24
1.06 -1.00 0.53
-0.26 1.09 -0.55

[7]
The following is a quantum chemistry calculation of a structure of composition CLiO2Tl in a non-equilibrium geometry, from the Open Molecules 2025 dataset.

Output
Total energy in Eh: -368.5538
LUMO level in Ha: -0.037
Orbital gap in eV: 5.69
Charge: 0
Energy above the lowest of the compared OMol25 structures with the same formula, charge and spin in eV: 0.350

Each line ends with the Mulliken charge.
Cartesian coordinates (Å):
O  0.8195  -0.1675  0.7906  -0.529
C  -0.4576  0.0569  0.9708  -0.227
O  -1.0444  0.2772  -0.1878  -0.498
Tl  -0.0845  -1.6303  -0.8348  0.449
Li  0.7669  1.4636  -0.7388  0.805

Forces on the atoms, in the same order (eV/Å):
0.36 0.69 -0.05
0.33 0.81 0.59
-0.39 1.37 -0.31
0.39 -1.94 -1.21
-0.69 -0.93 0.98

[8]
The following is a quantum chemistry calculation of an isolated molecule of CN2O in a non-equilibrium geometry, from the Open Molecules 2025 dataset.

Output
Total energy in Eh: -222.6867
LUMO level in Ha: -0.103
Orbital gap in eV: 8.98
Charge: 0
Energy above the lowest of the compared OMol25 structures with the same formula, charge and spin in eV: 1.760

Each line ends with the Mulliken charge.
Cartesian coordinates (Å):
N  -1.4347  -0.6000  -0.0845  -0.166
C  -0.6807  0.1680  0.1493  0.317
N  0.6289  0.7289  -0.0362  0.015
O  1.4866  -0.2969  -0.0285  -0.166

Forces on the atoms, in the same order (eV/Å):
-5.92 -4.59 -1.10
6.75 4.14 0.63
3.86 -5.21 0.40
-4.68 5.65 0.07

[9]
The following is a quantum chemistry calculation of an isolated molecule of CN2O3 in a non-equilibrium geometry, from the Open Molecules 2025 dataset.

Output
Total energy in Eh: -373.2215
LUMO level in Ha: -0.027
Orbital gap in eV: 11.42
Charge: 0
Energy above the lowest of the compared OMol25 structures with the same formula, charge and spin in eV: 2.750

Each line ends with the Mulliken charge.
Cartesian coordinates (Å):
O  1.1059  -1.3352  0.9541  -0.373
C  0.5958  -0.4834  0.3292  0.570
O  0.2750  0.8387  0.6575  -0.164
N  -0.8095  1.3451  -0.1363  0.078
N  -1.0834  0.3596  -0.9170  0.036
O  -0.0837  -0.7247  -0.8875  -0.148

Forces on the atoms, in the same order (eV/Å):
0.90 0.75 0.25
-2.55 0.34 -1.42
0.71 0.26 0.50
1.15 -6.18 -1.36
1.23 2.05 0.01
-1.44 2.78 2.02

[10]
The following is a quantum chemistry calculation of an isolated molecule of CN2O3S in a non-equilibrium geometry, from the Open Molecules 2025 dataset.

Output
Total energy in Eh: -771.3551
LUMO level in Ha: -0.081
Orbital gap in eV: 8.34
Charge: 0
Energy above the lowest of the compared OMol25 structures with the same formula, charge and spin in eV: 0.842

Each line ends with the Mulliken charge.
Cartesian coordinates (Å):
N  -2.4959  -0.6399  -0.2933  -0.290
C  -1.4399  -0.3384  0.1082  0.284
S  0.1079  0.5446  0.1821  0.903
O  0.3917  1.1158  1.4757  -0.503
O  -0.0003  1.4490  -0.9101  -0.483
N  1.4801  -0.8345  -0.3580  0.245
O  2.5895  -0.5314  -0.2654  -0.157

Cartesian forces (eV/Å) of the 6 atoms listed first:
2.07 0.32 1.06
-1.65 -0.41 -0.92
1.01 1.76 1.25
-0.50 -1.16 -0.37
-0.05 -0.02 -0.93
0.89 -1.02 -0.40

[11]
The following is a quantum chemistry calculation of the ion CN2O3S3 with charge -2 in a non-equilibrium geometry, from the Open Molecules 2025 dataset.

Output
Total energy in Eh: -1567.8591
LUMO level in Ha: 0.194
Orbital gap in eV: 4.81
Charge: -2
Energy above the lowest of the compared OMol25 structures with the same formula, charge and spin in eV: 0.445

Each line ends with the Mulliken charge.
Cartesian coordinates (Å):
O  -1.5823  -1.5080  0.7528  -0.644
S  -1.8644  -0.5662  -0.3661  0.226
S  -3.6901  0.1682  -0.0197  -0.716
N  -0.9720  0.7722  -0.0259  -0.282
C  0.3580  0.9851  -0.0706  0.309
O  0.7994  2.0196  0.3639  -0.627
N  1.1897  -0.0811  -0.5263  -0.106
S  2.4753  -0.3514  0.2542  0.389
O  3.2864  -1.4384  -0.3622  -0.550

Cartesian forces (eV/Å) of the 6 atoms listed first:
0.44 -0.96 0.45
0.65 -0.33 -0.33
-1.08 0.38 -0.24
1.51 0.78 -0.18
-4.91 -1.49 0.51
2.68 2.36 0.45

[12]
The following is a quantum chemistry calculation of an isolated molecule of CN2O5 in a non-equilibrium geometry, from the Open Molecules 2025 dataset.

Output
Total energy in Eh: -523.5434
LUMO level in Ha: -0.095
Orbital gap in eV: 9.36
Charge: 0
Energy above the lowest of the compared OMol25 structures with the same formula, charge and spin in eV: 2.514

Each line ends with the Mulliken charge.
Cartesian coordinates (Å):
O  -1.0727  -1.2929  -0.8589  -0.340
C  -0.3003  -0.3969  -0.2916  0.307
N  -0.9096  0.9827  0.4091  0.944
O  -2.0273  1.1885  0.0777  -0.466
O  -0.1400  1.7181  0.9166  -0.474
N  1.1338  -0.6489  -0.1058  0.998
O  1.6838  -0.7906  -1.1343  -0.490
O  1.6325  -0.7599  0.9872  -0.479

Cartesian forces (eV/Å) of the 6 atoms listed first:
5.38 6.59 3.95
-6.55 -5.50 -2.05
0.39 -1.06 -2.59
-1.15 -0.37 0.24
1.29 0.29 1.11
0.35 -0.14 1.56